# 1
Below is an isolated ion of composition CH4Cl3N2Si and charge +1 in a non-equilibrium geometry, with properties calculated with ωB97M-V/def2-TZVPD.

```
! RIJCOSX wB97M-V def2-TZVPD def2/J DEFGRID3
* xyz 1 1
N 0.28328 -0.64268 0.86246
C 0.85510 0.08155 -0.05902
N 0.14823 0.69466 -0.96665
Si 2.76978 0.00036 -0.00250
Cl 3.25657 1.13689 1.56821
Cl 3.30225 -1.86426 0.31317
Cl 3.20888 0.70882 -1.80487
H -0.69707 -0.96414 0.92338
H 0.89928 -0.78584 1.66941
H -0.85015 0.73310 -1.05232
H 0.75418 1.11246 -1.71474
*
```

Output
structure (SMILES): NC(=[NH2+])[Si](Cl)(Cl)Cl
max |F|: 3.1 eV Å⁻¹
ΔE to the lowest compared entry with this formula, charge and spin: 0.0 kcal/mol

# 2
Below is C18H20AuN as an isolated structure in a non-equilibrium geometry, with properties calculated with ωB97M-V/def2-TZVPD.

```
! RIJCOSX wB97M-V def2-TZVPD def2/J DEFGRID3
* xyz 2 1
Au -0.57792 0.84911 0.57130
C -0.82370 -1.46490 -3.91724
C -0.04949 -1.97094 -2.69584
C 0.37547 -3.42822 -2.86709
C -0.77847 -1.69999 -1.38897
C -1.55950 -0.55869 -1.21310
C -2.32021 -0.35623 -0.01418
C -2.30212 -1.32169 1.03631
C -3.19236 -1.17570 2.23623
C -1.46635 -2.41980 0.85736
C -0.73447 -2.59917 -0.31154
H -0.28238 -1.73798 -4.82105
H -0.94140 -0.38110 -3.92991
H -1.81384 -1.92244 -3.97321
H 0.87042 -1.37444 -2.63856
H -0.48263 -4.10244 -2.81780
H 1.10775 -3.74464 -2.12420
H 0.83514 -3.55473 -3.84525
H -1.70330 0.12877 -2.03797
H -3.09202 0.40973 -0.01308
H -2.73361 -0.53513 2.99405
H -3.37660 -2.14014 2.70406
H -4.14381 -0.71785 1.96843
H -1.42112 -3.17504 1.63287
H -0.12433 -3.48775 -0.40174
C 0.09887 1.29084 2.50954
C 1.11705 2.08357 1.97991
C 0.85604 3.46034 1.61785
C 1.87541 4.26713 1.21444
C 3.18244 3.73624 1.13959
C 3.46716 2.38254 1.44426
C 2.45693 1.56289 1.83797
C 4.25391 4.59355 0.75116
N 5.12008 5.28782 0.44497
H -0.74841 1.77721 2.99350
H 0.35985 0.33486 2.95944
H -0.15287 3.84829 1.69868
H 1.70540 5.30531 0.96334
H 4.48465 2.02334 1.36780
H 2.65432 0.52745 2.08767
*
```

Output
max |F|: 1.6 eV Å⁻¹
ΔE to the lowest compared entry with this formula, charge and spin: 0.0 kcal/mol

# 3
Below is a 8-piece molecular cluster, C48H135N18O5P5 overall in a non-equilibrium geometry, with properties calculated with ωB97M-V/def2-TZVPD.

```
! RIJCOSX wB97M-V def2-TZVPD def2/J DEFGRID3
* xyz 0 1
C 2.91362 6.20496 -3.34181
N 1.61334 6.77306 -3.40805
C 1.52916 8.09132 -2.82010
P 0.15759 5.86939 -3.60726
O 0.47095 4.62837 -4.36220
N -0.71218 5.54081 -2.19614
C -0.83670 4.16434 -1.66884
C -0.82407 6.63577 -1.22033
N -0.73929 7.05708 -4.36908
C -0.02765 7.64878 -5.48193
C -2.13169 6.78037 -4.68286
H 3.61445 6.86571 -3.89274
H 2.87921 5.24703 -3.89706
H 3.26453 5.98144 -2.29769
H 2.24031 8.74188 -3.31099
H 1.80685 8.04685 -1.79904
H 0.49283 8.52360 -2.95359
H -0.65410 3.52724 -2.49225
H -0.13714 3.96085 -0.82857
H -1.89425 4.01166 -1.31842
H 0.03099 6.81222 -0.56699
H -0.88860 7.58213 -1.76396
H -1.74767 6.53675 -0.64800
H 0.30079 6.89842 -6.23577
H -0.64372 8.38664 -6.03362
H 0.90538 8.14286 -5.11635
H -2.65524 7.71653 -4.92283
H -2.63476 6.38068 -3.77369
H -2.26375 6.06296 -5.48877
C -7.01244 -1.67360 -0.00092
N -6.27746 -0.36725 -0.05902
C -4.85641 -0.49314 -0.37623
P -7.12056 0.98785 0.25068
O -7.76283 0.86643 1.55545
N -6.14220 2.35453 0.15824
C -5.28141 2.43754 1.34078
C -5.82246 3.30424 -0.98636
N -8.28095 1.16442 -0.91580
C -9.62017 1.63945 -0.56474
C -7.98549 0.93834 -2.32181
H -6.38987 -2.32380 0.60083
H -7.15122 -2.08399 -1.03507
H -7.98535 -1.54048 0.52258
H -4.71878 -1.19289 -1.22970
H -4.26006 -0.80711 0.51750
H -4.47670 0.44491 -0.76227
H -5.98065 2.23253 2.18407
H -4.56004 1.62989 1.41440
H -4.80052 3.38770 1.47994
H -5.13270 2.87848 -1.72469
H -6.69659 3.80795 -1.41056
H -5.18807 4.04183 -0.42835
H -10.38093 0.86159 -0.90394
H -9.64528 1.79778 0.49989
H -9.75972 2.60334 -1.17072
H -8.55085 0.05922 -2.63026
H -6.93872 0.76605 -2.51254
H -8.25324 1.88139 -2.88621
C 7.29887 -1.00354 3.92820
N 6.58331 -2.12621 3.25490
C 7.11388 -3.39372 3.69973
P 6.10342 -1.87004 1.71771
O 7.11961 -1.87322 0.66050
N 5.01288 -3.14251 1.57193
C 4.74162 -3.66532 0.22555
C 3.93019 -3.33014 2.45968
N 5.25039 -0.37299 1.83291
C 5.74891 0.74645 1.11470
C 4.11335 -0.15586 2.75785
H 8.27840 -0.86409 3.48705
H 7.23474 -1.21124 4.99086
H 6.77196 -0.04106 3.68177
H 7.15888 -3.50189 4.77849
H 8.11433 -3.44106 3.32478
H 6.49230 -4.18606 3.18039
H 5.57064 -3.46031 -0.43799
H 4.70101 -4.79424 0.31140
H 3.79705 -3.29686 -0.14434
H 3.59625 -4.33702 2.44316
H 4.11248 -3.19434 3.54715
H 3.08319 -2.71415 2.16754
H 4.91561 1.44985 0.77888
H 6.38157 1.35991 1.77576
H 6.40413 0.51895 0.25187
H 4.21866 0.81732 3.27969
H 4.07619 -0.92424 3.50815
H 3.10781 -0.13226 2.28828
C 4.61215 0.74574 -2.76119
N 4.02634 -0.36662 -3.54196
C 4.47330 -1.70643 -3.13256
P 3.52713 -0.08743 -5.18048
O 3.64655 -1.23352 -6.06285
N 1.91169 0.31901 -5.10869
C 1.36914 1.35906 -4.20284
C 0.97168 -0.06479 -6.13093
N 4.37426 1.32016 -5.58173
C 5.83128 1.03843 -5.97840
C 3.70955 2.16845 -6.57981
H 4.30729 1.66246 -3.17421
H 5.71968 0.84146 -2.87496
H 4.41465 0.77599 -1.67893
H 5.53962 -1.89119 -3.42593
H 3.78258 -2.35057 -3.63508
H 4.20477 -1.76024 -2.09862
H 1.34336 2.36270 -4.67295
H 0.36646 1.18663 -3.96266
H 2.01568 1.32340 -3.33389
H 0.49445 0.85035 -6.57424
H 1.46918 -0.62691 -6.88533
H 0.11930 -0.70085 -5.73137
H 6.26893 1.90631 -6.39652
H 6.37756 0.86991 -5.03538
H 5.94445 0.12886 -6.62107
H 2.65412 2.05845 -6.55511
H 3.96574 1.94812 -7.61798
H 3.85722 3.21319 -6.32427
C -2.41072 -6.13025 1.28130
N -2.61838 -4.69254 1.46620
C -3.22819 -4.02742 0.24573
P -2.77883 -4.15124 3.08554
O -2.58301 -5.19722 4.11274
N -1.79719 -2.81539 3.27996
C -1.54148 -2.03464 2.09756
C -0.72341 -2.85524 4.26533
N -4.30688 -3.43387 3.05621
C -5.44663 -4.20333 2.72032
C -4.74209 -2.29473 3.89282
H -1.59770 -6.30058 0.50290
H -3.35850 -6.55319 0.95737
H -2.23669 -6.57748 2.20037
H -2.50214 -4.14262 -0.55304
H -3.43985 -3.00351 0.44567
H -4.14411 -4.52457 -0.00634
H -2.46537 -1.67503 1.69620
H -0.80451 -1.22993 2.30449
H -1.11848 -2.61103 1.24541
H -0.75765 -1.94168 4.89804
H -0.96569 -3.62123 5.01407
H 0.33847 -3.00169 3.91441
H -5.97212 -3.87002 1.87037
H -5.25838 -5.25323 2.54547
H -6.08889 -4.22691 3.57265
H -4.02531 -1.47168 3.80982
H -4.85654 -2.53037 4.93188
H -5.74405 -1.92776 3.53839
C 2.32696 -9.12870 2.23386
C 2.80525 -7.69345 2.54286
N 1.89254 -6.56837 2.18872
C 0.89522 -6.37985 3.23129
C 1.51169 -5.82546 4.47170
C 1.37983 -6.70945 0.86446
C 0.98352 -5.32824 0.21851
H 1.35132 -9.24821 2.78448
H 3.07285 -9.80351 2.66310
H 2.19420 -9.47479 1.14853
H 3.02927 -7.65182 3.60441
H 3.71218 -7.46191 1.97842
H 0.15204 -5.70547 2.85470
H 0.25407 -7.23808 3.53596
H 0.64104 -5.56637 5.07465
H 2.14743 -6.47401 5.01049
H 2.07505 -4.92560 4.17384
H 0.53703 -7.34586 0.71983
H 2.15823 -7.13741 0.23560
H 0.62545 -5.53709 -0.81692
H 1.77872 -4.62007 0.13327
H 0.11597 -4.87392 0.67445
C -2.22963 5.33472 1.91095
C -1.91070 4.64344 3.27580
N -0.74431 3.76009 3.16658
C 0.51260 4.56007 3.24365
C 1.75906 3.73523 2.86139
C -0.77673 2.80700 4.26252
C -2.05669 1.92970 4.27875
H -1.48014 6.05483 1.70558
H -3.17287 5.89534 1.88127
H -2.28742 4.60031 1.05855
H -1.69325 5.43212 3.99971
H -2.75576 4.04687 3.66116
H 0.38283 5.35906 2.50743
H 0.55547 5.11930 4.24551
H 2.68071 4.26714 2.78996
H 2.03356 2.91807 3.53506
H 1.49750 3.27551 1.96969
H -0.71273 3.23135 5.26445
H 0.13883 2.17287 4.13809
H -2.04431 1.10202 5.04357
H -2.31872 1.52660 3.29802
H -2.95399 2.55838 4.47769
C -1.64441 1.57937 0.16467
C -0.28825 0.88286 0.08911
N -0.30557 -0.56791 -0.24487
C 1.05574 -1.14343 0.03074
C 2.25804 -0.53918 -0.56311
C -0.65355 -0.84388 -1.60396
C -0.72561 -2.34494 -1.90707
H -2.29722 0.78809 0.69007
H -2.05050 1.72576 -0.82421
H -1.63559 2.52429 0.72427
H 0.36345 1.47884 -0.55047
H 0.20371 0.86884 1.04866
H 1.09622 -1.03770 1.11102
H 0.96247 -2.20382 -0.14037
H 3.15545 -0.92811 -0.10606
H 2.44696 -0.73912 -1.59881
H 2.38861 0.52658 -0.48642
H 0.00024 -0.34220 -2.39510
H -1.64400 -0.40902 -1.69319
H 0.20699 -2.73947 -2.32687
H -1.47836 -2.65810 -2.64582
H -1.03093 -2.78473 -0.94843
*
```

Output
structure (SMILES): CN(C)P(=O)(N(C)C)N(C)C.CN(C)P(=O)(N(C)C)N(C)C.CN(C)P(=O)(N(C)C)N(C)C.CN(C)P(=O)(N(C)C)N(C)C.CN(C)P(=O)(N(C)C)N(C)C.CCN(CC)CC.CCN(CC)CC.CCN(CC)CC
max |F|: 2.7 eV Å⁻¹
DFT total energy: -135472.7450 eV

# 4
Below is a 12-piece molecular cluster, C39H80BrN12O28P2S2 overall in a non-equilibrium geometry, with properties calculated with ωB97M-V/def2-TZVPD.

```
! RIJCOSX wB97M-V def2-TZVPD def2/J DEFGRID3
* xyz 1 1
C 2.44280 3.01260 1.71111
C 2.62908 2.98170 0.49952
C 2.59236 2.86962 -1.08527
C 2.75662 1.34233 -1.57752
C 1.64743 0.43664 -0.86542
C 1.08503 -0.80445 -1.67185
C 2.28909 -1.40409 -2.53176
C 3.68132 -1.69133 -1.82244
C 4.47881 -2.95428 -2.45365
S 6.29795 -2.53076 -2.45646
C -0.01168 -0.35541 -2.77706
S 0.42349 0.80095 -4.11996
C -1.21023 1.02132 -5.03014
O 1.30033 0.31053 -5.20127
O 0.69388 2.20678 -3.69994
O -0.99365 0.38010 -2.04349
C -1.89171 -0.44698 -1.25758
C -2.85739 -1.12651 -2.32888
O -4.26968 -0.91161 -2.08706
C -4.90411 -0.90095 -3.40091
C -6.46674 -1.13305 -3.12646
C -7.23818 0.24536 -2.91204
P -2.96940 0.90198 -0.41864
O -4.02738 0.41305 0.53424
C -1.02561 -1.37287 -0.30038
C -1.98698 -2.47328 0.30189
C -2.45073 -3.74965 -0.42656
C -1.72458 -5.03258 -0.68652
C -2.29685 -6.24228 -1.37711
C -3.72260 -6.23916 -1.87115
C -4.51568 -4.99222 -1.58539
C -6.04364 -4.98484 -2.04704
C -3.91157 -3.81183 -0.89869
P -0.71326 -0.33843 1.32200
O -1.81565 -0.47578 2.36645
N 0.32318 -1.85447 -0.84750
C 1.13491 -2.63276 0.12892
C 1.85909 -3.97339 -0.23815
C 1.70561 -5.12117 0.90456
Br 1.58798 -4.85536 -1.96426
H 2.16602 3.27495 2.76971
H 1.55042 3.17798 -1.42845
H 3.40588 3.54151 -1.47953
H 2.81264 1.27064 -2.69552
H 3.77478 1.02683 -1.17105
H 0.85391 1.20426 -0.55805
H 2.12646 0.17436 0.14260
H 1.85309 -2.29464 -3.10622
H 2.61384 -0.71924 -3.38862
H 3.67074 -1.76907 -0.69795
H 4.39146 -0.82128 -2.03225
H 4.35974 -3.89214 -1.84305
H 4.18658 -3.09047 -3.54000
H 6.49291 -1.54981 -1.48979
H -0.35491 -1.31602 -3.27157
H -1.90638 1.62247 -4.37321
H -1.63618 0.01183 -5.32510
H -0.93849 1.59988 -5.96536
H -2.70072 -0.59954 -3.33747
H -2.61452 -2.21484 -2.57542
H -4.53744 -1.75999 -4.06237
H -4.68948 0.10651 -3.88773
H -6.57731 -1.73946 -2.17445
H -6.96844 -1.68327 -3.98042
H -7.12659 0.96919 -3.77881
H -6.80242 0.73304 -1.97292
H -8.32942 0.04992 -2.67930
H -3.67650 1.50813 -1.52560
H -2.16636 1.99649 0.07294
H -2.94749 -1.91554 0.59360
H -1.58027 -2.80086 1.32317
H -0.67781 -5.13262 -0.30609
H -1.70763 -7.19641 -1.55283
H -4.22742 -7.09520 -2.39158
H -6.36278 -6.08095 -2.08036
H -6.18316 -4.51010 -3.06474
H -6.69988 -4.50216 -1.25181
H -4.62519 -2.94703 -0.70535
H 0.49142 -0.77486 1.98803
H -0.51023 1.04396 1.07182
H 0.01977 -2.54810 -1.57437
H 1.93634 -1.93489 0.56203
H 0.56097 -2.87856 1.08926
H 2.98428 -3.78945 -0.17549
H 2.72612 -5.54350 1.19624
H 1.24896 -4.72884 1.85943
H 1.13290 -6.02363 0.50605
C -0.82505 5.40707 -1.21943
N -1.08369 4.36197 -0.19422
O -0.13367 3.71119 0.19546
O -2.23450 4.22959 0.17856
H 0.23621 5.41007 -1.45617
H -1.41661 5.15692 -2.09883
H -1.12930 6.36331 -0.79708
C -5.02394 4.39206 2.08111
N -5.91461 5.57048 1.90956
O -6.93014 5.41463 1.25544
O -5.56078 6.60764 2.43759
H -5.46100 3.54284 1.56063
H -4.05596 4.64770 1.65523
H -4.94605 4.19116 3.14822
C 9.33154 0.58745 -2.59110
N 9.43096 -0.62867 -1.74083
O 9.92353 -0.49772 -0.63450
O 9.01019 -1.66584 -2.21905
H 9.74099 1.43243 -2.04292
H 9.90414 0.40149 -3.49784
H 8.27786 0.74602 -2.81494
C -2.37724 -3.19058 4.38048
N -1.68720 -4.48704 4.61520
O -2.13018 -5.46861 4.04826
O -0.72313 -4.46996 5.36057
H -3.21010 -3.35437 3.70070
H -2.73169 -2.82618 5.34297
H -1.65090 -2.50760 3.94206
C 3.10041 -2.96500 4.12322
N 3.22270 -2.45958 2.72890
O 2.49817 -1.52598 2.40291
O 4.03064 -3.01008 2.00739
H 2.34368 -2.38009 4.64073
H 2.80749 -4.01239 4.06631
H 4.07380 -2.85042 4.60150
C -2.08878 1.89910 4.49826
N -1.42315 2.40751 5.72745
O -0.75081 1.61787 6.36809
O -1.59901 3.57898 6.00367
H -1.84770 0.84709 4.37381
H -3.16100 2.03606 4.62658
H -1.71448 2.48096 3.65714
C 8.75684 -0.37269 2.44847
N 9.40249 0.16676 3.67384
O 10.08277 -0.60079 4.33522
O 9.20526 1.33707 3.92812
H 9.01810 -1.42301 2.34680
H 7.68106 -0.25232 2.56457
H 9.13020 0.20066 1.60229
C -5.43264 4.19052 -4.62115
N -4.73847 2.90304 -4.35226
O -5.17835 1.90236 -4.89011
O -3.77367 2.94114 -3.60693
H -6.26522 4.00597 -5.29407
H -5.78620 4.57821 -3.66839
H -4.70926 4.86409 -5.07769
C 8.18110 -3.53395 6.55305
N 6.78184 -3.10424 6.29461
O 6.07664 -2.88261 7.25810
O 6.43755 -3.00484 5.12436
H 8.34016 -3.57765 7.62758
H 8.31055 -4.51678 6.10298
H 8.84015 -2.79993 6.09471
C 3.64856 4.25488 6.31537
N 3.72353 4.72820 4.90695
O 2.98596 5.64113 4.58247
O 4.52063 4.16506 4.17829
H 2.90182 4.84304 6.84307
H 3.36724 3.20355 6.29402
H 4.63262 4.39138 6.76010
C -7.86956 8.42781 -4.26652
N -7.17900 7.13773 -4.00216
O -7.62402 6.14007 -4.54381
O -6.21466 7.17103 -3.26060
H -8.70410 8.24658 -4.93920
H -8.22037 8.81376 -3.31110
H -7.14509 9.10032 -4.72227
*
```

Output
max |F|: 6.4 eV Å⁻¹
DFT total energy: -227195.1474 eV

# 5
Below is one molecule with the formula CH4N2P2 in a non-equilibrium geometry, with properties calculated with ωB97M-V/def2-TZVPD.

```
! RIJCOSX wB97M-V def2-TZVPD def2/J DEFGRID3
* xyz 0 1
C -1.76861 0.07595 -0.04169
N -0.04565 1.16178 0.78300
N 0.27597 -1.22975 -1.26368
P -1.61527 1.19050 1.39405
P -1.41672 -0.97843 -1.32605
H 0.15283 2.05354 0.38319
H 0.71572 -1.55398 -2.10919
H 0.87602 -0.68203 -0.70411
H -1.16747 0.04649 1.95548
*
```

Output
max |F|: 2.6 eV Å⁻¹
ΔE to the lowest compared entry with this formula, charge and spin: 82.5 kcal/mol